Entry 1:
Computed, not measured: a structure of composition C8H24NaO8 in a non-equilibrium geometry, with the ωB97M-V functional and the def2-TZVPD basis.

```
! wB97M-V def2-TZVPD RIJCOSX def2/J DEFGRID3
* xyz 1 1
Na 0.4696 0.7593 -0.4442
C 4.2164 0.7773 2.4766
C 4.7862 0.3555 1.0599
O 4.3562 1.2053 0.0518
O 2.9706 0.3022 2.8282
H 4.2063 1.8672 2.4715
H 4.9888 0.5388 3.2077
H 4.5652 -0.6976 0.8855
H 5.8568 0.4510 1.2408
H 5.1123 1.5561 -0.4244
H 3.1144 -0.2109 3.6268
C -2.1156 -3.5336 0.7457
C -0.9427 -4.4937 1.1036
O -0.5160 -4.3818 2.4975
O -1.7543 -2.1961 1.1273
H -2.9688 -4.0167 1.2219
H -2.4081 -3.4144 -0.2976
H -0.0684 -4.2298 0.5085
H -1.0814 -5.5743 1.0700
H 0.1676 -5.0440 2.6231
H -1.3609 -2.3200 1.9942
C 1.0159 -0.6655 -4.6931
C -0.1691 0.3988 -4.6400
O 0.2822 1.6410 -4.1389
O 1.4281 -1.0892 -3.4115
H 1.7971 -0.1930 -5.2885
H 0.8376 -1.5882 -5.2454
H -1.0309 -0.1060 -4.2035
H -0.3959 0.4853 -5.7027
H -0.2090 2.2765 -4.6648
H 2.2806 -1.5047 -3.5604
C -4.2278 2.7502 1.8702
C -2.9183 3.4286 1.9177
O -2.5459 3.5702 0.4855
O -5.3310 3.5819 1.8699
H -4.3408 2.0796 2.7220
H -4.4115 2.1126 1.0054
H -2.1130 2.8400 2.3570
H -2.9557 4.2459 2.6379
H -3.3145 3.9507 0.0541
H -5.2724 4.0855 1.0547
*
```

## Properties
**Largest force on an atom**: 3.53 eV Å⁻¹
**HOMO**: -0.4655 hartree
**Orbital gap**: 8.74 eV
**Energy relative to the best compared isomer or geometry (same formula, charge and spin)**: 3.8771 eV

***

Entry 2:
Computed, not measured: a structure of composition C8H24O12P2 in a non-equilibrium geometry, with the ωB97M-V functional and the def2-TZVPD basis.

```
! wB97M-V def2-TZVPD RIJCOSX def2/J DEFGRID3
* xyz 0 1
O 2.6853 -3.9022 2.3519
C 2.5829 -3.3110 1.3311
O 3.4452 -3.4818 0.2909
C 1.5068 -2.2846 1.0961
O 0.7767 -2.6864 -0.0793
P -0.7831 -2.5133 -0.0813
O -1.2969 -1.1354 -0.0721
O -1.2090 -3.3508 -1.3385
O -1.2676 -3.3148 1.2264
P -2.8127 -3.8164 1.3141
O -3.0416 -5.1658 0.8205
O -3.1071 -3.6148 2.8563
O -3.6212 -2.7386 0.5003
H 3.0973 -4.1602 -0.3067
H 0.8969 -2.2337 1.9929
H 1.9636 -1.3066 0.9498
H -1.9482 -2.8853 -1.7717
H -2.3498 -3.2261 3.3154
H -3.3049 -1.8223 0.6067
C 2.2135 3.1966 1.4658
C 2.4995 1.7172 1.6300
O 1.4869 0.9076 1.0274
H 1.2477 3.4439 1.9091
H 2.9852 3.7992 1.9458
H 2.1769 3.4707 0.4143
H 2.5212 1.4382 2.6829
H 3.4734 1.4706 1.1921
H 1.4536 1.1287 0.0908
C 4.3442 7.3933 -0.1168
C 4.5838 5.9001 0.0038
O 3.5633 5.1388 -0.6386
H 3.3769 7.6572 0.3109
H 5.1215 7.9580 0.3991
H 4.3374 7.6997 -1.1653
H 4.5742 5.5947 1.0490
H 5.5592 5.6357 -0.4178
H 3.5601 5.3804 -1.5703
C -6.3963 -2.4943 -2.2045
C -5.3912 -2.0255 -3.2413
O -4.2088 -2.8239 -3.2465
H -5.9443 -2.4902 -1.2124
H -7.2795 -1.8542 -2.1933
H -6.7175 -3.5177 -2.4103
H -5.0606 -1.0109 -3.0248
H -5.8416 -2.0297 -4.2392
H -4.4514 -3.7341 -3.4425
*
```

## Properties
**Largest force on an atom**: 1.24 eV Å⁻¹
**HOMO**: -0.3819 hartree
**Orbital gap**: 10.78 eV

***

Entry 3:
Computed, not measured: a cluster of 6 separate species, C8H24O5 in total in a non-equilibrium geometry, with the ωB97M-V functional and the def2-TZVPD basis.

```
! wB97M-V def2-TZVPD RIJCOSX def2/J DEFGRID3
* xyz 0 1
C 2.1241 1.7063 -0.7345
C 1.0037 1.1552 -0.2822
C 1.0080 -0.1274 0.4503
C -0.0419 -0.9299 0.6674
C 0.1313 -2.3183 1.1962
C -0.3576 1.8507 -0.4474
C -0.4358 2.9999 -1.4867
C -1.5608 3.9302 -1.0203
H 3.0818 1.2576 -0.4828
H 2.2229 2.6759 -1.1958
H 2.0205 -0.4144 0.7632
H -0.9130 -0.4855 0.2021
H -0.4015 -2.4892 2.1330
H 1.1749 -2.5403 1.3815
H -0.2635 -3.0333 0.4790
H -1.0227 1.0693 -0.8070
H -0.6399 2.2368 0.5306
H 0.4917 3.5412 -1.6142
H -0.7783 2.5080 -2.3983
H -1.2105 4.4719 -0.1308
H -2.4857 3.4485 -0.7188
H -1.7080 4.7727 -1.7029
O -1.0920 0.8237 3.0658
H -1.5947 0.4405 3.8053
H -1.4289 0.1520 2.4482
O -3.1664 -2.0554 1.6320
H -3.6862 -2.2619 0.8499
H -3.1802 -2.8371 2.1921
O 3.9774 -1.0016 1.3459
H 3.3781 -1.7476 1.4189
H 4.3506 -1.0872 0.4655
O 3.3621 -3.1764 -0.2875
H 2.7686 -2.9624 -1.0166
H 2.9730 -3.9589 0.1195
O -3.0584 -1.9183 -3.7525
H -2.3666 -2.5824 -3.6766
H -2.6760 -1.1130 -3.3917
*
```

## Properties
**Largest force on an atom**: 2.03 eV Å⁻¹
**HOMO**: -0.3094 hartree
**Orbital gap**: 8.51 eV
**Energy relative to the best compared isomer or geometry (same formula, charge and spin)**: 1.6084 eV
**SMILES string**: C=C(/C=C/C)CCC.O.O.O.O.O

***

Entry 4:
Computed, not measured: a structure of composition C8H25BN2OP2Sr in a non-equilibrium geometry, with the ωB97M-V functional and the def2-TZVPD basis.

```
! wB97M-V def2-TZVPD RIJCOSX def2/J DEFGRID3
* xyz 1 2
Sr -0.1674 -1.3384 -0.1074
H -2.6387 -0.2960 -3.8030
H -0.9886 0.2555 1.1689
P -2.2649 0.0304 1.6913
P 2.3436 0.0261 -1.2203
C 2.0373 -1.3477 -2.4232
H 2.9212 -1.3438 -3.0777
H 1.9493 -2.3241 -1.9044
H 1.1270 -1.1442 -3.0171
C 2.5724 1.4631 -2.3509
H 3.2189 2.2040 -1.8678
H 3.0381 1.1088 -3.2759
H 1.6023 1.9231 -2.5706
C 4.0379 -0.3533 -0.6744
H 3.9970 -1.1787 0.0522
H 4.6328 -0.6601 -1.5467
H 4.4844 0.5322 -0.2007
C -3.4613 0.7698 0.6074
H -4.4099 0.7056 1.1654
H -3.2282 1.8211 0.3934
H -3.5710 0.2135 -0.3407
C -2.5499 -1.7488 1.7383
H -1.7730 -2.3017 2.2927
H -3.4882 -1.8059 2.3003
H -2.7270 -2.2025 0.7433
C -2.2094 0.7416 3.2766
H -2.2438 1.8302 3.1967
H -3.1055 0.3734 3.7841
H -1.3244 0.4309 3.8382
C 0.9700 -0.8622 2.3340
O 1.3766 -0.2811 3.2454
H 0.6194 2.0257 1.5162
H 1.2207 1.1169 0.2447
H 0.1761 2.8073 -1.3438
H -1.4452 2.8819 0.0568
B -0.3723 2.5083 -0.3164
N 0.4545 1.7378 0.5519
H -2.7941 0.3953 -4.0075
N 1.1104 -4.9336 -0.0699
C 0.8728 -3.7802 -0.0792
*
```

## Properties
**<S²>**: 0.752
**Largest force on an atom**: 2.72 eV Å⁻¹
**HOMO (spin up / spin down)**: -0.2961 / -0.4562 hartree
**Orbital gap (spin up / spin down)**: 4.50 / 8.53 eV
**Energy relative to the best compared isomer or geometry (same formula, charge and spin)**: 0.0204 eV

***

Entry 5:
Computed, not measured: a structure of composition C8H25HgO9S in a non-equilibrium geometry, with the ωB97M-V functional and the def2-TZVPD basis.

```
! wB97M-V def2-TZVPD RIJCOSX def2/J DEFGRID3
* xyz 0 2
Hg -0.5995 -0.7691 -0.3226
S -1.0510 -3.2919 -1.5965
O -0.4455 -4.2389 -2.5288
O -2.2910 -3.7573 -1.0724
O -0.2434 -3.0248 -0.4379
O -1.1483 -1.9239 -2.1383
O -2.6303 -1.3147 0.3991
H -3.2271 -0.5702 0.6090
C -3.4999 1.6126 -0.5443
C -2.5717 2.2651 0.4767
O -1.3964 1.4732 0.5536
H -4.3543 2.2521 -0.7661
H -3.9176 0.7231 -0.0728
H -3.1251 1.2776 -1.5115
H -2.8944 2.2804 1.5177
H -2.2998 3.3140 0.3579
H -0.9205 1.8460 1.2994
C 1.7950 0.1189 3.0829
C 0.8531 -1.0925 3.1209
O -0.2000 -0.9955 2.1114
H 2.7859 -0.2878 3.2847
H 1.5820 0.7673 3.9328
H 1.8403 0.5746 2.0937
H 0.4265 -1.2329 4.1141
H 1.2587 -2.0435 2.7756
H -0.9713 -0.9755 2.6827
C 3.5616 -2.0500 0.4389
C 3.0628 -0.7722 -0.2562
O 1.7223 -0.9575 -0.5911
H 3.3268 -2.1452 1.4991
H 4.6336 -2.2302 0.3592
H 3.0020 -2.9090 0.0689
H 3.6261 -0.6048 -1.1743
H 3.0609 0.0808 0.4223
H 1.8186 -1.5877 -1.3088
C -0.3736 3.1318 -2.2411
C 0.5021 1.8482 -2.2776
O -0.3487 0.7767 -2.0540
H -1.0433 3.1854 -3.0995
H 0.1712 4.0731 -2.3133
H -1.0124 3.1795 -1.3592
H 1.1332 1.8558 -1.3890
H 0.9852 1.7643 -3.2511
H -0.5826 0.3748 -2.8939
*
```

## Properties
**<S²>**: 0.761
**Largest force on an atom**: 4.46 eV Å⁻¹
**HOMO (spin up / spin down)**: -0.3091 / -0.3007 hartree
**Orbital gap (spin up / spin down)**: 8.54 / 5.45 eV
**Energy relative to the best compared isomer or geometry (same formula, charge and spin)**: 1.7751 eV

***

Entry 6:
Computed, not measured: a structure of composition C8H25N2O5Sr in a non-equilibrium geometry, with the ωB97M-V functional and the def2-TZVPD basis.

```
! wB97M-V def2-TZVPD RIJCOSX def2/J DEFGRID3
* xyz -1 1
Sr 0.2219 -1.0955 -0.3858
O 2.1118 -2.6057 -0.9004
H 2.6494 -1.8837 -1.2506
O -0.6710 -2.3382 -2.4513
H -1.3298 -2.5859 -3.0992
O -0.6285 -3.1871 0.5961
H -0.5305 -3.4323 1.5202
C 3.6154 1.7704 1.8042
C 2.7289 0.5609 1.4170
C 1.6227 0.4821 2.4666
O 0.6617 -0.4990 2.1105
C -0.1205 -0.9150 3.2357
N 2.1071 0.8889 0.0980
H 4.4559 1.9498 1.1326
H 4.1172 1.6490 2.7762
H 3.0049 2.6678 1.9097
H 3.2582 -0.3872 1.3627
H 1.0777 1.4335 2.5514
H 2.0808 0.2494 3.4352
H -0.8920 -1.5428 2.7872
H -0.5588 -0.0915 3.8028
H 0.5390 -1.5571 3.8249
H 1.7420 1.8291 0.2231
H 2.8616 0.9602 -0.5777
C -1.9071 1.5965 -3.5318
C -1.4700 1.1858 -2.1251
C -2.4576 0.3154 -1.3029
O -1.9541 -0.1681 -0.0581
C -2.9477 -0.9631 0.6252
N -0.1951 0.4584 -2.2675
H -1.1372 2.2525 -3.9374
H -2.8399 2.1748 -3.5436
H -2.0661 0.7271 -4.1728
H -1.3744 2.1717 -1.6532
H -2.9182 -0.4926 -1.8753
H -3.2478 1.0714 -1.1463
H -2.9311 -1.9674 0.2057
H -3.9301 -0.5094 0.4356
H -2.7819 -0.8716 1.6926
H -0.4345 -0.3066 -2.9161
H 0.4678 1.0050 -2.8182
*
```

## Properties
**Largest force on an atom**: 4.54 eV Å⁻¹
**HOMO**: -0.1025 hartree
**Orbital gap**: 5.05 eV
**Energy relative to the best compared isomer or geometry (same formula, charge and spin)**: 0.9506 eV

***

Entry 7:
Computed, not measured: a structure of composition C8H25N4O7OsP2 in a non-equilibrium geometry, with the ωB97M-V functional and the def2-TZVPD basis.

```
! wB97M-V def2-TZVPD RIJCOSX def2/J DEFGRID3
* xyz 3 1
Os -0.4724 -0.1018 -0.1523
N -2.2402 0.4812 0.9198
C -3.4877 0.2615 0.1423
C -3.1444 0.5108 -1.2971
N -1.9701 -0.3285 -1.7037
C -1.4645 0.1934 -3.0126
C -0.0567 -0.2845 -3.2174
N 0.7044 0.1354 -2.0190
C -2.3642 -1.7597 -1.8674
C -2.0230 -2.5947 -0.6640
N -0.6153 -2.3342 -0.2853
H -2.2985 0.0351 1.8376
H -2.1335 1.4819 1.1180
H -4.2844 0.9401 0.4502
H -3.8451 -0.7509 0.3126
H -2.8730 1.5606 -1.4279
H -4.0070 0.3158 -1.9374
H -1.4743 1.2840 -2.9779
H -2.1156 -0.1170 -3.8324
H 0.3458 0.1479 -4.1351
H 0.0108 -1.3673 -3.3167
H 0.9766 1.1144 -2.1301
H 1.5800 -0.3840 -1.9254
H -1.8374 -2.1581 -2.7335
H -3.4308 -1.8450 -2.0807
H -2.1950 -3.6406 -0.9314
H -2.6487 -2.3834 0.1993
H 0.0200 -2.7334 -0.9765
H -0.4045 -2.7660 0.6152
C 3.4117 2.2750 2.9483
C 2.4801 1.6220 1.9696
O 1.8291 2.5600 1.1673
P 3.1927 0.3143 0.8542
O 4.1131 -0.6624 1.6354
O 4.1401 1.1145 -0.0951
O 2.0513 -0.2759 0.0631
P 1.0799 0.6233 2.9009
O 1.8662 -0.6834 3.3569
O 0.5006 1.4323 3.9603
O 0.1716 0.2274 1.6802
H 4.0550 2.9842 2.4225
H 4.0087 1.5513 3.4992
H 2.8362 2.8807 3.6504
H 1.2861 2.1353 0.4975
H 3.7452 -1.4326 2.0898
H 5.0824 1.2128 0.1065
H 1.8987 -0.7919 4.3220
*
```

## Properties
**Largest force on an atom**: 4.20 eV Å⁻¹
**HOMO (spin up / spin down)**: -0.6702 / -0.6702 hartree
**Orbital gap (spin up / spin down)**: 5.13 / 5.13 eV

***

Entry 8:
Computed, not measured: a structure of composition C8H26F6N6O12SY in a non-equilibrium geometry, with the ωB97M-V functional and the def2-TZVPD basis.

```
! wB97M-V def2-TZVPD RIJCOSX def2/J DEFGRID3
* xyz 1 1
Y -0.3381 -0.1016 1.0997
C 2.9094 -3.5954 1.6543
F 3.2765 -4.7306 2.2432
F 3.3615 -2.5736 2.3917
F 3.4690 -3.5368 0.4547
S 1.0403 -3.6099 1.5475
O 0.7537 -4.1269 0.2354
O 0.6109 -4.4061 2.6614
O 0.6873 -2.1887 1.7075
C 2.1481 -0.0982 -1.5638
O 2.4500 1.3241 -1.5546
O 1.1435 -0.3119 -0.7487
C 1.9363 -0.6072 -3.0048
F 1.2335 0.2753 -3.7536
F 3.0994 -0.8328 -3.6225
F 1.2567 -1.7699 -3.0065
C 3.5165 1.7897 -2.3533
C 3.6794 3.2751 -2.0989
H 3.0484 3.5148 -1.2406
H 4.6925 3.5328 -1.7883
H 3.4231 3.9012 -2.9483
H 3.3458 1.6341 -3.4214
H 4.4495 1.2455 -2.1638
H 3.0599 -0.5886 -1.1689
O 1.6268 0.5166 2.4130
H 2.5592 0.7221 2.2826
H 1.5092 0.4576 3.3671
O -2.8278 -0.4525 1.5294
H -3.4703 0.2594 1.5658
H -3.3351 -1.2688 1.5599
O 0.2433 2.1222 0.3865
H 1.0811 2.3130 -0.0663
H -0.2338 2.9550 0.4407
O -0.8549 -0.7271 3.2821
H -0.8428 -0.1653 4.0634
H -1.3496 -1.5142 3.5405
C -2.3002 0.7373 -1.8170
O -1.9618 0.8099 -0.6364
N -1.3808 0.5292 -2.7942
N -3.5623 1.0107 -2.2638
H -0.3956 0.4324 -2.6099
H -1.6495 0.7300 -3.7417
H -3.7778 0.7345 -3.2048
H -4.3147 1.1899 -1.6295
C -1.7638 -2.6167 -1.0207
O -1.3068 -1.9041 -0.1218
N -0.9705 -3.1320 -1.9612
N -3.1180 -2.8120 -1.1485
H -1.3193 -3.6850 -2.7204
H 0.0140 -2.9104 -1.9063
H -3.5183 -3.3530 -1.8933
H -3.6527 -2.7532 -0.3041
C -1.9526 2.6377 2.9625
O -1.4120 1.7230 2.3398
N -1.2173 3.4896 3.7555
N -3.2630 3.0210 2.8203
H -1.7605 4.0324 4.4063
H -0.3211 3.1247 4.0278
H -3.9656 2.3380 2.6222
H -3.4878 3.9942 2.9170
*
```

## Properties
**Largest force on an atom**: 3.48 eV Å⁻¹
**HOMO**: -0.4123 hartree
**Orbital gap**: 8.09 eV
**Energy relative to the best compared isomer or geometry (same formula, charge and spin)**: 0.2316 eV